(1)
Below is C3H6N2O2 in the gas phase in a non-equilibrium geometry, with properties calculated with ωB97M-V/def2-TZVPD.

Each line ends with the natural charge from an NBO analysis.
Atoms and positions in Å:
O: -0.1072 2.5900 0.6520  -0.581
O: -0.7685 -1.5863 -1.0200  -0.534
N: -0.3508 0.4632 -0.2180  -0.329
N: -1.3781 0.9653 -1.1155  -0.648
C: 0.2343 1.4219 0.5369  0.537
C: -0.0561 -0.9174 -0.3213  0.692
C: 1.1079 -1.5186 0.4650  -0.716
H: 1.0739 0.8436 1.0803  0.113
H: 1.2426 -1.0495 1.4168  0.221
H: -2.3404 0.8719 -0.9281  0.368
H: -1.3053 1.9651 -1.0851  0.372
H: 2.0213 -1.5095 -0.0742  0.247
H: 0.6265 -2.5395 0.6113  0.259

Summary:
Calculated total energy = -377.8659 Ha
HOMO-LUMO gap = 10.52 eV
Max |F| = 0.0656 Eh/bohr
SMILES string = CC(=O)N(N)C=O
Relative energy (zero: lowest compared OMol25 entry of this formula, charge and spin) = 58.65 kcal per mole

=====

(2)
Below is C3H6N2O2 in the gas phase, with properties calculated with ωB97M-V/def2-TZVPD.

Each line ends with the natural charge from an NBO analysis.
Atoms and positions in Å:
O: 1.2286 -0.0675 3.2498  -0.560
O: 1.2294 1.0270 -1.1406  -0.619
N: -0.5430 -0.2331 -0.4495  -0.632
N: 1.2471 0.2308 0.9911  -0.662
C: 0.6434 -0.0586 2.1932  0.536
C: -1.2241 -0.1697 -1.7297  -0.417
C: 0.6606 0.3836 -0.2812  0.788
H: -0.4360 -0.2753 2.1073  0.108
H: -0.4985 0.1074 -2.4963  0.237
H: -1.6456 -1.1489 -1.9689  0.202
H: -2.0312 0.5704 -1.7208  0.198
H: 2.1967 0.5794 1.0437  0.426
H: -0.8275 -0.9455 0.2020  0.395

Summary:
Calculated total energy = -377.9389 Ha
HOMO-LUMO gap = 10.94 eV
Max |F| = 0.0084 Eh/bohr
SMILES string = CNC(=O)NC=O
Relative energy (zero: lowest compared OMol25 entry of this formula, charge and spin) = 12.81 kcal per mole

=====

(3)
Below is C3H6N2O2 in the gas phase in a non-equilibrium geometry, with properties calculated with ωB97M-V/def2-TZVPD.

Each line ends with the natural charge from an NBO analysis.
Atoms and positions in Å:
O: -0.9652 0.5255 -0.0231  -0.548
O: 1.6441 -0.9077 2.7702  -0.599
N: 1.1440 1.1438 -0.8073  -0.663
N: 0.6429 0.3206 1.3344  -0.638
C: 1.6179 -0.5578 1.6029  0.523
C: -1.6763 -0.3850 -0.7884  -0.247
C: 0.3669 0.6016 0.0209  0.677
H: 0.6173 1.3006 -1.6671  0.351
H: -2.7214 -0.1947 -0.4800  0.210
H: 2.2417 -0.7291 0.6798  0.148
H: -1.2447 -1.4552 -0.6198  0.181
H: -0.0239 0.4495 2.0999  0.432
H: -1.5561 -0.0569 -1.8252  0.173

Summary:
Calculated total energy = -377.8568 Ha
HOMO-LUMO gap = 10.67 eV
Max |F| = 0.0443 Eh/bohr
SMILES string = [H]/N=C(/NC=O)OC
Relative energy (zero: lowest compared OMol25 entry of this formula, charge and spin) = 64.32 kcal per mole

=====

(4)
Below is 2 unconnected molecules or ions with the total composition C3H6N2O2 in a non-equilibrium geometry, with properties calculated with ωB97M-V/def2-TZVPD.

Each line ends with the natural charge from an NBO analysis.
Atoms and positions in Å:
O: -1.4531 -1.0234 0.9637  -0.474
O: 1.5081 -0.9362 -0.8269  -0.540
N: -0.8603 -0.9239 -1.2034  -0.561
N: 1.0886 1.6962 -0.3015  -1.113
C: -0.1324 -0.4984 1.0019  -0.215
C: 0.4091 -0.7083 -0.3969  0.692
C: -1.7527 -1.1895 -0.3328  0.411
H: 0.4455 -1.0512 1.7287  0.220
H: 1.4218 2.3685 0.3901  0.378
H: 0.4049 1.9654 -1.0279  0.383
H: 1.8900 1.3430 -0.8066  0.383
H: -0.2067 0.5565 1.2496  0.242
H: -2.7630 -1.5987 -0.4378  0.196

Summary:
Calculated total energy = -377.8732 Ha
HOMO-LUMO gap = 10.70 eV
Max |F| = 0.0428 Eh/bohr
SMILES string = O=C1COC=N1.N
Relative energy (zero: lowest compared OMol25 entry of this formula, charge and spin) = 54.04 kcal per mole

=====

(5)
Below is C3H6N2O2 in the gas phase, with properties calculated with ωB97M-V/def2-TZVPD.

Each line ends with the natural charge from an NBO analysis.
Atoms and positions in Å:
O: 0.9314 1.0727 0.3755  -0.475
O: 1.2263 -0.9216 -2.1429  -0.599
N: -0.8173 0.2027 1.5920  -0.770
N: -0.5311 -1.4772 -0.8040  -0.827
C: 0.2235 0.8376 -0.8501  -0.176
C: 0.3146 0.7720 1.5181  0.432
C: 0.3739 -0.6123 -1.3290  0.638
H: 0.7084 1.4779 -1.5858  0.222
H: -0.8275 1.1140 -0.7207  0.206
H: -1.0940 0.0938 2.5636  0.364
H: -0.3938 -2.4578 -0.9988  0.399
H: -1.0476 -1.1968 0.0228  0.426
H: 0.9331 1.0949 2.3592  0.162

Summary:
Calculated total energy = -377.9134 Ha
HOMO-LUMO gap = 10.58 eV
Max |F| = 0.0083 Eh/bohr
SMILES string = [H]/N=C/OCC(N)=O
Relative energy (zero: lowest compared OMol25 entry of this formula, charge and spin) = 28.81 kcal per mole

=====

(6)
Below is a molecular structure, C3H6N2O2, with properties calculated with ωB97M-V/def2-TZVPD.

Each line ends with the natural charge from an NBO analysis.
Atoms and positions in Å:
O: -0.3545 0.4187 -1.1635  -0.506
O: 0.0708 -1.5212 1.7751  -0.740
N: 0.8781 2.3220 -0.6286  -0.677
N: 0.8868 0.4281 0.7633  -0.654
C: 0.5646 -0.9183 0.7145  0.417
C: 0.4991 1.1467 -0.3853  0.677
C: -0.9768 -0.7031 -0.5389  -0.349
H: 1.1391 -1.4799 -0.0346  0.167
H: -2.0021 -0.4247 -0.2458  0.201
H: -0.7344 -1.2788 0.8086  0.488
H: 0.3866 2.6719 -1.4502  0.357
H: -0.9903 -1.5271 -1.2555  0.200
H: 0.6331 0.8656 1.6409  0.420

Summary:
Calculated total energy = -377.7600 Ha
HOMO-LUMO gap = 10.13 eV
Max |F| = 0.0096 Eh/bohr
Relative energy (zero: lowest compared OMol25 entry of this formula, charge and spin) = 125.07 kcal per mole

=====

(7)
Below is C3H6N2O2 in the gas phase in a non-equilibrium geometry, with properties calculated with ωB97M-V/def2-TZVPD.

Each line ends with the natural charge from an NBO analysis.
Atoms and positions in Å:
O: -0.5185 -0.9381 -3.1460  -0.542
O: 1.5700 1.1397 0.2318  -0.578
N: -0.0981 0.6949 2.1691  -0.856
N: 0.5007 0.0675 -1.4000  -0.674
C: -0.4290 -0.0346 0.9428  -0.317
C: -0.3799 -0.9068 -1.9577  0.528
C: 0.7390 0.3176 -0.0595  0.685
H: 0.8544 0.9837 2.1962  0.396
H: -0.7120 -1.1128 0.9558  0.200
H: -0.4735 0.3338 3.0363  0.374
H: 1.2068 0.5775 -2.0360  0.438
H: -1.2576 0.4806 0.4064  0.201
H: -1.0023 -1.6030 -1.3390  0.146

Summary:
Calculated total energy = -377.8984 Ha
HOMO-LUMO gap = 10.13 eV
Max |F| = 0.0481 Eh/bohr
SMILES string = NCC(=O)NC=O
Relative energy (zero: lowest compared OMol25 entry of this formula, charge and spin) = 38.23 kcal per mole

=====

(8)
Below is a molecular structure, C3H6N2O2 in a non-equilibrium geometry, with properties calculated with ωB97M-V/def2-TZVPD.

Each line ends with the natural charge from an NBO analysis.
Atoms and positions in Å:
O: -2.3923 0.4933 0.7896  -0.900
O: 0.1887 -1.3142 0.1015  -0.319
N: -1.0802 -1.3103 -0.4952  -0.306
N: -0.1252 0.7922 -0.3844  -0.534
C: -1.3021 0.0971 -0.6299  0.363
C: 2.1730 0.2935 0.1957  -0.669
C: 0.6639 -0.0887 0.1241  0.580
H: -2.0746 1.3129 1.1215  0.452
H: -1.9183 0.3842 -1.3773  0.191
H: 2.2741 1.2806 0.7020  0.257
H: -1.7593 -1.6916 0.0985  0.397
H: 2.8751 -0.4995 0.6379  0.236
H: 2.4771 0.2506 -0.8839  0.252

Summary:
Calculated total energy = -377.7860 Ha
HOMO-LUMO gap = 9.95 eV
Max |F| = 0.0941 Eh/bohr
Relative energy (zero: lowest compared OMol25 entry of this formula, charge and spin) = 108.75 kcal per mole

=====

(9)
Below is C3H6N2O2 in the gas phase in a non-equilibrium geometry, with properties calculated with ωB97M-V/def2-TZVPD.

Each line ends with the natural charge from an NBO analysis.
Atoms and positions in Å:
O: 1.8847 0.3617 3.0880  -0.546
O: -0.8799 -0.7885 -0.1989  -0.560
N: 1.2539 -0.1109 -1.0623  -0.712
N: 0.5899 -0.1458 1.2319  -0.678
C: 0.4385 -0.3106 -0.1241  0.692
C: -1.8293 0.1368 -0.7125  -0.254
C: 1.7668 0.2145 1.8965  0.544
H: -0.3762 -0.4370 1.4895  0.443
H: -1.6817 0.2144 -1.7892  0.181
H: 2.6074 0.3627 1.1908  0.144
H: 0.8283 -0.3710 -1.9499  0.360
H: -1.7278 1.1246 -0.2408  0.182
H: -2.8241 -0.2651 -0.4960  0.204

Summary:
Calculated total energy = -377.8777 Ha
HOMO-LUMO gap = 10.87 eV
Max |F| = 0.0464 Eh/bohr
SMILES string = [H]/N=C(/NC=O)OC
Relative energy (zero: lowest compared OMol25 entry of this formula, charge and spin) = 51.21 kcal per mole

=====

(10)
Below is C3H6N2O2 in the gas phase, with properties calculated with ωB97M-V/def2-TZVPD.

Each line ends with the natural charge from an NBO analysis.
Atoms and positions in Å:
O: -1.1860 -0.0846 -0.0428  -0.505
O: 2.1963 0.0658 2.9032  -0.572
N: 1.0533 0.0355 -0.8978  -0.790
N: 0.5405 0.0009 1.3399  -0.650
C: 0.1627 -0.0131 -0.0027  0.713
C: -1.8291 -0.0225 -1.3004  -0.257
C: 1.8619 0.0327 1.7431  0.537
H: -1.3558 -0.7101 -2.0092  0.184
H: 0.8642 -0.0058 -1.8787  0.372
H: -2.8577 -0.3359 -1.1155  0.206
H: 2.5463 0.0279 0.8835  0.154
H: -1.8186 1.0083 -1.6724  0.188
H: -0.1781 0.0008 2.0497  0.420

Summary:
Calculated total energy = -377.9051 Ha
HOMO-LUMO gap = 10.60 eV
Max |F| = 0.0148 Eh/bohr
SMILES string = [H]/N=C(/NC=O)OC
Relative energy (zero: lowest compared OMol25 entry of this formula, charge and spin) = 34.06 kcal per mole